C4H4N2OS | the ωB97M-V functional and the def2-TZVPD basis

The geometry in XYZ format:
```
12
Properties=species:S:1:pos:R:3:forces:R:3
C 1.850 0.486 0.301 -0.27 2.40 -2.06
C -0.558 0.508 -0.247 3.78 5.60 2.13
C -1.664 -0.306 -0.154 -4.68 -3.75 0.66
C -2.583 -1.102 0.100 -0.18 0.75 0.92
H 1.628 -1.786 -0.325 1.69 0.76 -0.11
H 1.821 1.609 0.268 -0.33 -1.33 0.83
H -1.214 2.351 -0.105 -3.48 1.51 -0.10
H -3.519 -1.742 0.557 3.11 2.02 -1.76
N 0.707 -0.131 0.015 -1.10 1.82 0.29
N -0.412 1.850 -0.142 2.26 -5.87 -0.94
O 0.762 -1.413 -0.200 -3.51 -3.28 -0.46
S 3.181 -0.324 -0.068 2.72 -0.64 0.60
```
Forces are in eV/Å.

Properties
Energy above the lowest of the compared OMol25 structures with the same formula, charge and spin in kcal per mole: 136.59
Charge: 0
LUMO in eV: -0.93
Structure (SMILES): [H]/N=C(\C#C)N(O)C=S
HOMO energy in eV: -8.75
Largest force on an atom in eV Å⁻¹: 7.087
Orbital gap in eV: 7.81

CH12O4S | the ωB97M-V functional and the def2-TZVPD basis

The geometry in XYZ format:
```
18
Properties=species:S:1:pos:R:3:forces:R:3
C 0.810 -0.449 -5.238 -0.46 -0.34 -0.23
S 2.319 0.263 -5.938 0.00 -0.04 0.10
H 0.061 -0.660 -6.004 0.01 0.45 -0.02
H 0.982 -1.421 -4.786 0.34 0.09 0.39
H 0.412 0.246 -4.495 0.05 -0.15 -0.15
H 2.824 -0.890 -6.383 0.06 -0.01 -0.08
H -0.424 0.699 4.259 0.16 -0.26 -0.43
H -0.073 -0.632 3.542 -0.04 0.28 -0.22
O -0.237 -0.239 4.399 -0.07 -0.04 0.61
H -4.937 -0.961 4.110 -0.02 0.19 -0.08
H -4.485 -2.150 3.315 0.03 -0.01 -0.18
O -4.803 -1.248 3.200 0.01 -0.17 0.25
H -0.737 1.598 1.699 -0.17 0.28 0.51
H 0.675 1.920 1.988 0.02 0.07 0.54
O -0.207 2.040 2.384 0.09 -0.38 -0.94
H 2.706 0.886 0.580 -0.04 0.03 0.00
H 2.861 0.236 1.948 -0.11 0.07 0.09
O 2.251 0.762 1.420 0.15 -0.05 -0.15
```
Forces are in eV/Å.

Properties
Energy above the lowest of the compared OMol25 structures with the same formula, charge and spin in kcal per mole: 15.26
Charge: 0
LUMO in eV: 0.25
Structure (SMILES): CS.O.O.O.O
HOMO energy in eV: -9.21
Largest force on an atom in eV Å⁻¹: 1.016
Orbital gap in eV: 9.46

C2O3V | the ωB97M-V functional and the def2-TZVPD basis

The geometry in XYZ format:
```
6
Properties=species:S:1:pos:R:3:forces:R:3
O -1.736 0.821 0.398 -0.09 0.24 -0.02
C -2.581 1.579 0.406 -0.58 0.57 -0.01
O 1.609 -0.614 0.128 0.38 0.35 1.17
C 1.567 -0.748 -1.117 -0.52 -0.30 -1.17
O 0.529 -0.841 -1.776 -0.14 0.24 0.99
V -0.324 -0.629 0.341 0.95 -1.10 -0.97
```
Forces are in eV/Å.

Properties
⟨S²⟩: 6.01
Spin multiplicity: 5
Energy above the lowest of the compared OMol25 structures with the same formula, charge and spin in kcal per mole: 0.00
Charge: +1
LUMO (alpha / beta) in eV: -6.17 / -6.24
HOMO energy (alpha / beta) in eV: -13.86 / -16.92
Largest force on an atom in eV Å⁻¹: 1.748
Orbital gap (alpha / beta) in eV: 7.69 / 10.69

C4H11NO3 | the ωB97M-V functional and the def2-TZVPD basis

The geometry in XYZ format:
```
19
Properties=species:S:1:pos:R:3:forces:R:3
C 0.717 1.166 0.322 -1.88 0.09 -0.04
N 0.451 -0.262 0.399 1.38 -0.81 0.75
C 1.348 -1.209 0.873 -1.85 0.92 -0.49
O 2.643 -0.832 0.685 0.00 -0.97 -0.19
O 0.931 -2.246 1.331 0.99 -0.17 -0.30
C -0.668 1.878 0.240 0.29 -0.29 -1.42
C -1.499 1.371 -0.996 0.88 1.08 0.41
H 1.134 1.626 1.218 0.72 -0.51 0.14
H 1.337 1.325 -0.563 -0.08 0.48 0.20
H -0.474 -0.607 0.542 -0.63 0.36 0.17
H 2.878 -0.231 1.378 0.46 0.63 0.63
H -0.429 2.944 0.165 -0.32 -0.10 -0.08
H -1.275 1.740 1.132 0.37 -0.10 0.34
H -2.379 0.796 -0.718 0.10 -0.12 -0.05
H -1.810 2.236 -1.586 -0.21 -0.16 0.02
H -0.814 0.803 -1.620 -0.29 -0.30 -0.18
H -0.864 -3.317 -1.651 -0.19 -0.28 -0.47
H -0.437 -3.276 -0.258 0.29 -0.24 0.75
O -0.788 -3.905 -0.894 -0.03 0.51 -0.19
```
Forces are in eV/Å.

Properties
Energy above the lowest of the compared OMol25 structures with the same formula, charge and spin in kcal per mole: 25.04
Charge: 0
LUMO in eV: 0.44
Structure (SMILES): CCCNC(=O)O.O
HOMO energy in eV: -10.13
Largest force on an atom in eV Å⁻¹: 2.122
Orbital gap in eV: 10.57

C34H40ClI2N2O2PTa | the ωB97M-V functional and the def2-TZVPD basis

The geometry in XYZ format:
```
83
Properties=species:S:1:pos:R:3:forces:R:3
Ta 0.141 0.393 1.168 0.91 -0.34 0.77
C 1.505 -0.022 3.986 0.04 0.07 0.15
N 0.239 0.600 3.484 -0.18 -0.25 -0.03
C -0.890 -0.111 4.158 0.07 0.04 0.14
C 0.165 2.027 3.880 0.13 0.08 0.12
C 1.058 2.820 2.976 0.15 0.19 0.10
N 0.618 2.673 1.558 -0.26 -0.20 -0.40
C 1.726 3.205 0.696 0.01 0.26 0.02
C -0.530 3.612 1.343 0.02 0.24 0.17
H 1.522 0.042 5.075 -0.01 0.01 0.00
H 2.379 0.484 3.591 0.01 0.03 0.03
H 1.541 -1.066 3.692 0.00 0.00 0.01
H -0.824 0.063 5.233 0.01 0.00 0.00
H -0.818 -1.179 3.977 0.01 -0.05 -0.01
H -1.843 0.264 3.791 -0.01 0.03 -0.01
H 0.460 2.156 4.925 0.02 -0.10 -0.01
H -0.876 2.342 3.803 0.00 0.03 -0.04
H 2.094 2.489 3.044 -0.01 -0.03 0.03
H 1.053 3.877 3.255 -0.03 0.01 -0.10
H 1.995 4.195 1.070 -0.04 0.01 -0.02
H 1.386 3.303 -0.327 0.05 -0.05 0.09
H 2.602 2.575 0.725 0.08 0.02 0.04
H -0.161 4.633 1.461 0.00 -0.01 0.01
H -1.316 3.432 2.067 0.00 0.02 0.03
H -0.941 3.497 0.347 0.00 0.00 0.05
Cl -4.001 -5.757 2.335 -0.01 0.00 0.00
C -3.228 -4.252 2.093 0.04 -0.09 0.01
C -3.984 -3.078 2.066 0.04 0.08 -0.03
C -3.388 -1.839 1.850 -0.06 -0.16 -0.01
C -2.024 -1.805 1.669 0.33 0.51 -0.11
O -1.365 -0.621 1.441 -1.83 -0.25 -0.18
C -1.245 -2.957 1.729 0.22 -0.18 -0.14
C 0.171 -2.848 1.600 -0.32 -0.19 0.05
O 0.807 -1.776 1.524 -0.18 0.38 0.03
C -1.854 -4.198 1.932 -0.07 -0.08 0.03
H -5.055 -3.138 2.212 0.00 -0.01 -0.01
H -3.980 -0.938 1.809 -0.01 -0.03 0.03
H 0.757 -3.772 1.593 0.05 0.03 0.04
H -1.260 -5.102 1.981 -0.01 0.00 -0.02
C 0.099 3.195 -2.297 0.07 -0.03 -0.05
C -0.523 2.224 -3.247 -0.02 -0.02 0.00
C -1.009 2.679 -4.465 -0.01 -0.02 -0.04
C -1.568 1.810 -5.391 0.00 0.05 -0.02
C -1.652 0.458 -5.107 0.00 -0.03 0.04
C -1.181 -0.018 -3.895 0.03 0.04 -0.06
C -0.614 0.854 -2.957 -0.22 -0.16 -0.05
P 0.160 0.097 -1.496 -0.10 0.42 -0.05
C -0.463 -1.613 -1.487 0.26 -0.16 0.03
C -1.860 -1.697 -1.433 -0.07 0.01 0.07
C -2.512 -2.905 -1.603 -0.04 0.02 0.13
C -1.761 -4.057 -1.785 0.03 -0.03 -0.01
C -0.376 -3.986 -1.807 -0.03 -0.01 0.00
C 0.309 -2.778 -1.673 0.02 0.06 0.02
C 1.812 -2.800 -1.770 -0.02 -0.01 0.01
C 1.933 0.278 -1.723 0.05 0.17 -0.11
C 2.469 0.437 -3.005 0.00 -0.01 0.05
C 3.825 0.651 -3.161 0.04 0.01 0.02
C 4.648 0.715 -2.040 0.00 0.00 -0.04
C 4.115 0.577 -0.768 -0.04 -0.06 -0.01
C 2.750 0.357 -0.595 0.09 0.18 0.09
C 2.204 0.175 0.812 0.73 -0.42 -0.73
H -0.105 4.225 -2.583 -0.02 0.00 0.00
H 1.185 3.066 -2.265 -0.02 0.00 -0.05
H -0.302 3.036 -1.295 0.00 -0.02 -0.08
H -0.941 3.734 -4.696 -0.01 0.00 0.02
H -1.932 2.192 -6.336 0.00 0.00 0.01
H -2.081 -0.228 -5.824 0.01 -0.01 0.00
H -1.251 -1.077 -3.696 0.03 0.02 -0.07
H -2.451 -0.792 -1.322 0.00 0.00 0.02
H -3.594 -2.945 -1.603 0.00 0.01 0.00
H -2.253 -5.011 -1.927 0.01 0.01 -0.01
H 0.199 -4.889 -1.975 -0.01 0.00 0.02
H 2.159 -3.818 -1.933 0.00 -0.01 0.03
H 2.290 -2.422 -0.863 0.00 0.01 -0.01
H 2.173 -2.195 -2.601 0.00 -0.04 0.00
H 1.824 0.400 -3.875 -0.01 -0.01 0.01
H 4.242 0.776 -4.151 0.01 -0.02 0.00
H 5.711 0.879 -2.158 -0.01 0.01 -0.01
H 4.767 0.629 0.095 0.00 0.01 -0.01
H 2.681 0.898 1.486 -0.09 0.05 0.09
H 2.512 -0.804 1.168 0.25 0.06 0.04
I -3.369 1.716 0.875 -0.10 -0.30 -0.13
I -4.906 3.754 1.560 0.03 0.20 -0.01
```
Forces are in eV/Å.

Properties
Energy above the lowest of the compared OMol25 structures with the same formula, charge and spin in kcal per mole: 25.61
Charge: +3
LUMO in eV: -10.78
HOMO energy in eV: -16.43
Largest force on an atom in eV Å⁻¹: 1.855
Orbital gap in eV: 5.65

Q: The lowest largest force on an atom belongs to which entry?
A: CH12O4S